The following is a DFT calculation (ωB97M-V/def2-TZVPD) of a structure of composition C6H9MgO5Zn in a non-equilibrium geometry.

## Properties
Lowest unoccupied orbital energy (spin up / spin down): -0.934 / -1.129 eV
<S²>: 0.754
HOMO level (spin up / spin down): -6.611 / -6.631 eV
Gap between HOMO and LUMO (spin up / spin down): 0.2086 / 0.2022 Eh

The geometry in ORCA input format:
```
! RIJCOSX wB97M-V def2-TZVPD def2/J DEFGRID3
* xyz 0 2
O 1.059 -1.315 2.477
C -0.235 -1.723 2.472
C -0.687 -2.328 1.300
O 0.006 -2.054 0.137
Zn 1.387 -0.692 0.632
H -0.639 -2.100 3.423
H -1.164 -3.314 1.329
O -1.553 0.145 -1.263
C -1.838 0.453 0.043
C -0.897 1.351 0.787
O 0.479 1.155 0.437
C 1.002 1.841 -0.717
C 2.004 0.928 -1.335
O 1.660 -0.369 -1.386
Mg -0.191 -1.162 -1.577
H -2.862 0.849 0.190
H -1.125 2.412 0.624
H 1.441 2.805 -0.421
H 0.147 2.032 -1.390
H 2.772 1.312 -2.013
H -0.916 0.839 1.952
H -1.783 -0.638 0.737
*
```